This record from the Open Molecules 2025 dataset describes an isolated molecule of C18H24ClN3O3. The level of theory is wB97M-V/def2-TZVPD.

XYZ file:
```
49
Properties=species:S:1:pos:R:3:forces:R:3:nbo_charge:R:1
Cl -3.066061 -2.138157 0.821508 0.0 -0.1 0.0 0.0058
O -0.186058 -2.376736 -1.888236 -0.1 -0.3 -0.4 -0.6318
O 0.117997 2.763869 0.256525 0.1 0.3 0.2 -0.6246
O 5.934364 0.765831 1.169994 0.0 0.1 0.1 -0.5244
N 0.938700 -1.215600 -0.306245 0.3 0.1 0.3 -0.6295
N -0.863267 0.788813 -0.306367 -0.2 -0.4 0.0 -0.4342
N 3.366472 -0.124994 0.202164 0.1 0.1 -0.1 -0.4703
C 2.030670 -2.139192 -0.126119 0.2 -0.1 -0.1 -0.2329
C -5.167139 -0.488543 0.517471 0.0 -0.1 0.0 -0.2293
C -0.110176 1.885981 -0.545570 0.3 0.2 -0.3 0.6880
C -1.520592 0.534372 0.955911 0.0 0.1 0.2 -0.2577
C 4.147521 0.902567 -0.467821 0.3 0.1 0.1 -0.2443
C -5.775191 0.748356 0.404221 0.0 -0.1 0.0 -0.1963
C 5.652369 0.755765 -0.212651 -0.2 0.1 -0.3 -0.0890
C -0.453081 0.694917 -2.607171 0.0 0.0 -0.1 -0.3923
C -3.795290 -0.566410 0.704119 -0.1 0.2 0.0 -0.0254
C 3.353644 -1.426573 -0.448075 -0.3 -0.1 0.1 -0.2263
C -0.935267 -0.140945 -1.406411 0.0 -0.4 -0.3 -0.1273
C 0.413220 1.778898 -1.969411 -0.1 0.1 -0.1 -0.5067
C -3.648579 1.816164 0.668277 -0.1 -0.1 0.0 -0.1330
C -0.025342 -1.371183 -1.230406 -0.4 0.3 0.3 0.6696
C -5.014699 1.903813 0.476554 0.0 0.1 0.0 -0.2286
C -3.016860 0.583766 0.791697 0.1 -0.2 0.0 -0.0818
C 3.722584 -0.148176 1.614529 0.3 0.1 0.1 -0.2545
C 5.236249 -0.263021 1.838002 -0.3 -0.1 0.1 -0.0888
H 0.349635 2.739702 -2.476430 0.0 0.0 0.1 0.2392
H 3.404547 -1.261987 -1.526958 0.0 0.0 0.0 0.2028
H -1.309869 1.143008 -3.111286 0.0 0.0 0.0 0.2173
H 3.210734 -0.975057 2.107267 0.0 0.0 0.1 0.2017
H 1.108208 -0.304786 0.099278 -0.1 0.0 -0.1 0.4217
H 1.873321 -2.985902 -0.796763 0.0 0.0 0.1 0.2403
H -6.842793 0.806783 0.257271 -0.1 0.0 0.0 0.2190
H 6.018906 -0.181201 -0.662899 0.0 0.1 0.0 0.1569
H 3.814083 1.867911 -0.072970 0.1 0.0 -0.1 0.2079
H 2.030053 -2.501830 0.907039 0.0 -0.1 -0.1 0.1873
H 4.192097 -2.077207 -0.162744 0.0 0.0 -0.1 0.1802
H 6.202233 1.595321 -0.640401 0.0 -0.1 -0.1 0.1979
H -1.190463 1.324783 1.636267 0.0 -0.1 0.0 0.2512
H 5.477683 -0.155604 2.896420 0.0 -0.1 0.0 0.1988
H 1.465181 1.490641 -1.921506 0.0 0.0 0.0 0.2293
H 0.085850 0.081992 -3.327411 -0.1 0.0 0.0 0.2300
H 3.947911 0.872442 -1.540900 0.0 0.0 0.0 0.1992
H -3.046730 2.711131 0.725329 0.1 0.1 0.0 0.2172
H -1.957327 -0.505037 -1.550473 0.2 0.0 0.0 0.2332
H -1.209344 -0.439633 1.344225 0.0 0.2 0.0 0.2235
H -5.486018 2.870366 0.385571 0.0 0.1 0.0 0.2177
H 5.598030 -1.243681 1.488751 0.0 0.1 0.1 0.1566
H 3.371940 0.792781 2.049849 0.0 -0.1 0.1 0.2080
H -5.748711 -1.395050 0.457607 0.0 -0.1 0.0 0.2286
```
Forces are in eV/Å.

Properties
HOMO level   -8.60 eV
Multiplicity   1
DFT total energy   -42191.7947 eV
Lowest unoccupied orbital energy   0.0274 hartree
ΔE to the lowest compared entry with this formula, charge and spin   0.0000 eV
Net charge   0
Structure (SMILES)   O=C(NCCN1CCOCC1)[C@@H]1CCC(=O)N1Cc1ccccc1Cl

This record from the Open Molecules 2025 dataset describes the ion C18H24ClNO3PS with charge +1. The level of theory is wB97M-V/def2-TZVPD.

XYZ file:
```
49
Properties=species:S:1:pos:R:3:forces:R:3:nbo_charge:R:1
Cl -3.289003 -0.798729 -3.059285 0.0 0.1 0.0 -0.2537
S -0.898832 2.852695 -0.865015 0.3 0.0 0.0 0.2699
P -1.345413 -1.262882 -2.702120 0.0 -0.4 0.0 1.3507
O 3.373061 2.401508 0.603020 0.2 -0.8 -0.5 -0.5447
O 4.030405 2.290953 2.749928 -0.2 0.0 0.3 -0.5216
O -0.631330 -0.610710 -3.974127 0.0 0.1 0.3 -0.9761
N -0.876461 0.025461 -1.360374 -0.2 -0.1 -0.7 -0.4853
C 1.222361 -1.946752 0.712263 -0.3 -0.2 -0.4 -0.0608
C 0.754495 -2.599294 1.841994 -0.1 0.1 0.2 -0.2202
C 2.104845 -2.636868 -0.117505 0.0 0.3 -0.2 -0.1766
C 1.155693 -3.894096 2.131029 0.0 0.0 0.1 -0.1841
C -4.081737 -0.034158 0.311361 0.6 -0.1 -0.2 -0.1142
C -2.329599 2.993823 0.219022 -0.5 0.2 0.0 -0.5467
C 2.050222 1.827938 0.655997 0.3 0.5 0.3 -0.0732
C 2.031259 -4.561678 1.296627 -0.2 -0.1 0.3 -0.1937
C 2.505529 -3.924691 0.164616 0.2 -0.3 0.0 -0.2075
C -3.680858 3.195371 -0.482526 0.0 0.0 0.5 -0.6199
C 0.595911 -0.312574 -1.144896 -0.1 -0.2 -0.1 -0.2493
C 4.207051 2.017141 1.606751 0.1 0.1 0.4 0.6464
C -1.192720 1.403933 -1.876943 0.0 0.4 0.3 -0.4216
C -1.483765 -0.431725 -0.061661 0.0 -0.6 0.3 -0.1434
C 0.861226 -0.497310 0.378282 0.3 0.4 0.3 -0.0397
C 2.100976 0.324927 0.846162 -0.5 -0.3 -0.2 -0.4358
C -0.467770 -0.042806 1.000849 0.0 0.3 0.2 -0.4124
C -2.898877 -0.183698 0.162255 -0.4 0.5 -0.2 -0.0851
H -3.682007 2.876495 -1.521640 0.0 0.1 -0.1 0.2053
H -2.095161 3.887814 0.797378 0.2 0.0 0.0 0.2525
H 0.785816 -4.364280 3.031353 0.0 -0.1 0.0 0.2270
H 1.222007 0.396790 -1.678929 -0.1 0.2 0.2 0.2470
H -2.220983 1.419997 -2.230074 -0.1 -0.2 0.1 0.2506
H 2.507913 -2.146668 -0.995946 0.1 0.0 -0.1 0.1955
H -5.136292 0.108456 0.367701 0.0 -0.1 0.2 0.2583
H -0.410381 1.020620 1.224882 -0.3 0.1 -0.3 0.2400
H -1.384470 -1.527268 -0.136445 0.0 0.0 0.1 0.2548
H 2.941594 -0.068246 0.271695 0.1 0.0 0.1 0.2247
H 1.612599 2.095543 -0.296331 -0.1 0.1 0.0 0.1920
H -4.443641 2.621427 0.041902 0.0 0.0 -0.1 0.2192
H 0.737500 -1.284743 -1.623354 0.1 0.0 -0.1 0.2387
H 1.516034 2.335614 1.459558 -0.3 -0.1 0.0 0.1970
H -0.535521 1.553265 -2.730334 0.1 0.0 0.0 0.2365
H -1.009271 0.226756 -4.277983 0.0 0.0 -0.3 0.5140
H 2.236314 0.067166 1.896933 0.3 0.0 0.0 0.2407
H 5.069097 1.419753 1.286473 0.1 0.2 -0.4 0.1252
H -0.787478 -0.520614 1.921756 0.4 -0.2 0.1 0.2518
H 3.204248 -4.443156 -0.476392 0.0 0.1 -0.1 0.2280
H -3.986621 4.236174 -0.412070 0.1 0.1 -0.3 0.2352
H 2.336917 -5.563815 1.558709 0.1 -0.1 -0.1 0.2301
H -2.385098 2.179702 0.937335 0.2 -0.1 -0.1 0.2236
H 0.090220 -2.122566 2.548121 0.0 0.1 0.0 0.2111
```
Forces are in eV/Å.

Properties
HOMO level   -12.24 eV
Multiplicity   1
DFT total energy   -59326.7527 eV
Lowest unoccupied orbital energy   -0.1064 hartree
ΔE to the lowest compared entry with this formula, charge and spin   0.0000 eV
Net charge   +1
Structure (SMILES)   C#C[C@@H]1C[C@@](CCOC=O)(c2ccccc2)C[N@@+]1(CSCC)P(O)Cl

- Which value of lowest unoccupied orbital energy does entry 2 give?
  -0.1064 hartree

- Among the records above, which one has the lowest net charge?
  C18H24ClN3O3